ORCA calculation (the ωB97M-V functional and the def2-TZVPD basis) on a gas-phase ion, C6H13N2S (charge +1) at a distorted geometry.

XYZ file:
```
22
Properties=species:S:1:pos:R:3:forces:R:3:nbo_charge:R:1
C -0.443 1.495 0.650 1.54 -3.34 -0.01 0.051
C -1.756 1.700 0.569 -3.01 -2.23 -2.40 -0.268
C -2.437 -0.891 0.065 2.49 2.09 1.34 -0.344
C 2.138 1.066 -0.984 0.12 0.06 0.45 -0.661
C 1.897 -1.260 0.252 3.58 0.91 0.28 -0.643
C 1.623 0.230 0.213 -0.31 0.38 1.11 -0.055
N -3.083 -1.905 -0.425 -1.54 -2.91 -1.26 -0.738
N 0.149 0.317 0.358 1.50 1.92 -1.19 -0.425
S -3.016 0.720 -0.209 1.11 1.61 1.52 0.505
H 0.129 2.271 1.075 1.01 0.56 0.55 0.235
H -1.995 2.673 0.759 -1.42 2.40 0.45 0.239
H -1.678 -1.160 0.788 -0.29 0.63 0.22 0.214
H 1.688 2.098 -1.027 0.15 -1.30 -0.42 0.230
H 3.152 1.242 -0.761 1.47 0.58 0.74 0.248
H 2.355 0.535 -1.940 -1.46 0.24 0.41 0.248
H 1.309 -1.603 1.066 -0.76 -1.26 0.12 0.230
H 2.991 -1.513 0.537 -1.61 0.80 -0.24 0.251
H 1.874 -1.631 -0.741 -1.03 -1.09 -0.71 0.229
H 1.888 0.574 1.210 1.03 0.80 -0.24 0.207
H -2.697 -2.787 -0.137 -0.57 -0.40 -0.31 0.413
H -3.938 -1.880 -0.946 -0.10 -0.06 -0.09 0.414
H -0.150 -0.291 -0.370 -1.90 -0.40 -0.33 0.420
```
Positions in Å, forces in eV/Å.

Values from the calculation:
LUMO (spin up / spin down), eV: -3.01 / -6.73
Spin multiplicity: 3
Charge: +1
ΔE to the lowest compared entry with this formula, charge and spin, kJ/mol: 0.00
Molecular weight, u: 145.25

ORCA calculation (the ωB97M-V functional and the def2-TZVPD basis) on 2 unconnected molecules or ions with the total composition C6H13N3 at a distorted geometry.

XYZ file:
```
22
Properties=species:S:1:pos:R:3:forces:R:3:nbo_charge:R:1
C 0.879 0.127 1.966 -0.06 0.09 -0.19 -0.396
C 1.412 -1.294 0.052 0.03 -0.09 -0.06 -0.426
N 0.396 -0.694 0.885 0.09 -0.28 -0.08 -0.434
C -0.868 -1.197 0.863 0.05 -0.07 0.68 0.296
N -1.218 -2.128 0.070 -0.22 -0.11 -0.52 -0.770
H -2.207 -2.348 0.118 0.10 0.10 0.28 0.349
H -1.517 -0.738 1.621 0.04 0.01 -0.22 0.160
H 1.567 -0.433 2.607 -0.02 0.01 0.07 0.188
H 1.421 0.983 1.550 -0.01 0.02 0.14 0.195
H 0.046 0.492 2.563 -0.01 0.04 0.01 0.213
H 2.093 -1.906 0.647 0.08 0.00 0.11 0.186
H 1.987 -0.520 -0.461 -0.02 -0.05 0.00 0.197
H 0.928 -1.951 -0.666 0.03 0.13 -0.09 0.249
C -1.006 1.672 -0.450 -0.24 0.24 -2.13 0.107
C -0.445 0.884 -1.611 -0.25 0.39 0.79 -0.258
C 0.617 1.288 -2.299 0.14 -0.12 0.36 -0.359
N -2.168 1.566 0.032 -0.01 -0.28 0.99 -0.606
H -2.647 0.700 -0.220 0.12 0.07 -0.44 0.330
H -0.476 2.596 -0.229 0.35 -0.03 0.29 0.163
H -1.014 0.009 -1.902 0.10 -0.17 0.07 0.218
H 1.176 2.170 -2.024 -0.04 0.20 0.17 0.191
H 1.045 0.725 -3.113 -0.24 -0.11 -0.22 0.206
```
Positions in Å, forces in eV/Å.

Values from the calculation:
LUMO, eV: 0.80
ΔE to the lowest compared entry with this formula, charge and spin, kJ/mol: 187.91
Molecular weight, u: 127.19

ORCA calculation (the ωB97M-V functional and the def2-TZVPD basis) on 2 unconnected molecules or ions with the total composition C6H13N3 at a distorted geometry.

XYZ file:
```
22
Properties=species:S:1:pos:R:3:forces:R:3:nbo_charge:R:1
C 0.331 -2.065 0.754 -0.44 0.22 -0.45 -0.689
C 1.064 0.449 1.281 -0.59 -2.62 -3.06 0.421
C 0.981 -0.838 0.164 2.78 0.72 2.79 0.219
N 2.271 0.442 1.902 0.29 0.01 0.40 -0.826
N 0.089 1.185 1.502 -2.44 1.14 -1.34 -0.721
N 1.895 -0.833 -0.718 -0.03 0.14 -0.07 -0.638
H 3.035 0.053 1.368 -0.09 0.08 0.02 0.403
H 2.479 1.271 2.443 0.00 -0.12 -0.07 0.397
H -0.685 1.035 0.700 2.06 0.27 2.98 0.375
H 2.051 -1.746 -1.150 -0.39 0.01 -0.09 0.331
H 0.389 -2.910 0.067 -0.04 0.00 -0.03 0.215
H 0.833 -2.329 1.683 0.12 0.12 0.04 0.244
H -0.708 -1.860 0.999 -0.16 -0.08 0.05 0.230
C -0.963 1.689 -1.792 0.12 0.22 0.31 -0.656
C -1.338 0.562 -0.882 1.65 -2.26 -1.14 -0.207
C -2.572 0.141 -0.639 0.13 0.08 0.39 -0.384
H -0.386 -0.156 -0.640 -2.90 1.95 -0.59 0.215
H -1.825 2.060 -2.346 0.02 0.00 0.00 0.216
H -0.548 2.510 -1.203 0.04 0.10 -0.07 0.230
H -0.179 1.375 -2.486 -0.14 0.00 0.02 0.227
H -2.775 -0.728 -0.028 0.05 -0.08 0.00 0.199
H -3.437 0.695 -0.977 -0.05 0.11 -0.10 0.198
```
Positions in Å, forces in eV/Å.

Values from the calculation:
LUMO, eV: 0.88
ΔE to the lowest compared entry with this formula, charge and spin, kJ/mol: 284.95
Molecular weight, u: 127.19

ORCA calculation (the ωB97M-V functional and the def2-TZVPD basis) on 2 unconnected molecules or ions with the total composition C6H13N3 at a distorted geometry.

XYZ file:
```
22
Properties=species:S:1:pos:R:3:forces:R:3:nbo_charge:R:1
C -1.035 0.312 2.346 0.19 0.08 -0.30 -0.402
C 2.148 -0.699 -2.275 -0.59 -0.47 -0.77 -0.663
N -0.643 -0.050 0.982 -1.26 -0.52 -0.11 -0.294
C 1.226 0.724 -0.303 1.75 0.00 -3.73 0.182
C 1.323 0.101 -1.371 0.43 0.71 3.28 -0.138
N -0.233 -1.417 0.989 -0.10 0.38 -0.24 -0.667
N 1.473 1.862 0.420 -0.52 -0.14 0.68 -0.829
C -1.586 0.351 -0.018 0.00 -1.29 0.72 -0.011
C -1.946 -0.358 -1.095 0.42 0.60 0.38 -0.490
H -1.030 -2.027 0.805 -0.08 0.13 -0.04 0.334
H 0.429 -1.530 0.223 -0.06 0.11 0.03 0.374
H 0.719 2.533 0.321 0.11 0.07 0.10 0.377
H 1.619 1.654 1.402 -0.19 0.14 0.04 0.375
H -2.067 1.289 0.220 0.00 0.16 -0.03 0.193
H -1.910 -0.250 2.686 -0.05 -0.04 0.02 0.180
H -0.201 0.089 3.007 -0.02 0.03 0.02 0.212
H -1.265 1.375 2.392 -0.02 0.10 0.00 0.192
H 2.880 -1.287 -1.714 -0.09 0.16 -0.02 0.229
H 1.531 -1.393 -2.849 0.17 -0.14 -0.15 0.209
H 2.676 -0.075 -2.999 0.04 0.05 0.09 0.225
H -1.442 -1.263 -1.392 -0.05 -0.16 0.12 0.202
H -2.666 0.060 -1.777 -0.08 0.05 -0.09 0.210
```
Positions in Å, forces in eV/Å.

Values from the calculation:
LUMO, eV: 0.86
ΔE to the lowest compared entry with this formula, charge and spin, kJ/mol: 464.05
Molecular weight, u: 127.19

ORCA calculation (the ωB97M-V functional and the def2-TZVPD basis) on a gas-phase ion, C6H13N3 (charge +2) at a distorted geometry.

XYZ file:
```
22
Properties=species:S:1:pos:R:3:forces:R:3:nbo_charge:R:1
C 2.049 -1.184 -0.595 0.01 0.89 1.22 0.431
C 0.262 0.189 0.128 0.52 1.83 -0.67 0.659
C 2.566 0.833 0.627 -0.34 -1.74 1.22 -0.071
C -1.734 -0.774 -1.068 2.97 -2.17 -0.25 -0.632
C -2.023 0.532 1.120 -0.62 3.16 2.21 -0.625
C -1.238 0.369 -0.121 0.19 -1.11 -2.02 -0.312
N 2.951 -0.246 -0.303 -0.84 -2.83 -1.86 -0.459
N 0.780 -1.044 -0.129 -0.92 -0.46 0.81 -0.592
N 1.158 1.145 0.343 -0.49 -0.11 0.00 -0.486
H 2.165 -2.096 -1.189 0.90 0.40 0.07 0.295
H 2.626 0.402 1.658 0.05 0.39 -0.69 0.251
H 3.217 1.684 0.577 0.13 0.45 -0.40 0.289
H -1.898 -1.844 -0.726 0.14 1.23 0.90 0.237
H -0.921 -1.022 -1.851 -1.70 1.10 0.42 0.209
H -2.673 -0.556 -1.470 -1.23 0.75 -0.98 0.281
H -2.716 -0.236 1.346 -0.66 -0.78 -0.05 0.263
H -2.554 1.579 1.246 0.89 -2.17 -0.66 0.275
H -1.299 0.563 1.915 -0.01 -0.12 0.99 0.216
H -1.383 1.272 -0.711 0.58 0.21 -0.19 0.289
H 3.884 -0.468 -0.727 -0.71 1.09 0.71 0.497
H 0.009 -1.772 -0.122 1.62 0.49 -0.61 0.504
H 0.934 2.143 0.410 -0.51 -0.49 -0.17 0.480
```
Positions in Å, forces in eV/Å.

Values from the calculation:
LUMO, eV: -9.79
Charge: +2
ΔE to the lowest compared entry with this formula, charge and spin, kJ/mol: 137.13
Molecular weight, u: 127.19